The following is a DFT calculation (ωB97M-V with the def2-TZVPD basis set) of a gas-phase ion, C5H6NO (charge +1) at a distorted geometry.

Properties
- Strongest force on any atom: 4.190 eV/Å
- LUMO energy: -4.83 eV
- Gap between HOMO and LUMO: 10.06 eV
- DFT total energy: -8806.823 eV
- Energy above the lowest of the compared OMol25 structures with the same formula, charge and spin: 141.3 kcal/mol

ORCA input file:
```
! wB97M-V def2-TZVPD RIJCOSX def2/J DEFGRID3
* xyz 1 1
C 0.37634 -0.23480 -0.35568
C 1.80912 -1.46218 1.79267
C 0.68795 -0.65911 0.94876
C -0.53344 -0.28824 1.89791
C -0.37031 0.69339 -2.59277
N 0.10441 0.26423 -1.35887
O 1.88542 -0.20082 1.66214
H -0.96514 0.79643 1.89274
H -0.15002 -0.35201 3.01036
H -1.44452 -0.84376 1.87678
H -0.59653 -0.22917 -3.16014
H 0.41523 1.04727 -3.27275
H -1.21851 1.46879 -2.34116
*
```

Mulliken atomic charge list, values in e, 6 entries:
1 C 0.291
2 C -0.057
3 C 0.509
4 C -1.156
5 C -0.623
6 N 0.163